{"formula": "C32H43N9OSTl", "method": "ωB97M-V/def2-TZVPD", "total_energy_ev": -64860.1646, "lumo_energy_ev": [-3.75, -3.75], "homo_lumo_gap_ev": [5.4, 5.4], "e_homo_ev": [-9.11, -9.12], "molar_mass_g_mol": 806.208, "e_above_lowest_kj_mol": 0.0, "total_charge": 1, "symbols": ["Tl", "S", "O", "N", "N", "N", "N", "N", "N", "N", "N", "N", "C", "C", "C", "C", "C", "C", "C", "C", "C", "C", "C", "C", "C", "C", "C", "C", "C", "C", "C", "C", "C", "C", "C", "C", "C", "C", "C", "C", "C", "C", "C", "C", "H", "H", "H", "H", "H", "H", "H", "H", "H", "H", "H", "H", "H", "H", "H", "H", "H", "H", "H", "H", "H", "H", "H", "H", "H", "H", "H", "H", "H", "H", "H", "H", "H", "H", "H", "H", "H", "H", "H", "H", "H", "H", "H"], "xyz": [[-0.7217, -0.1072, -0.1073], [-0.8470, -0.4891, 2.8486], [-2.6798, 0.9995, -0.1157], [-0.4873, -3.4411, 0.0381], [-3.1873, -1.6707, 3.5276], [-1.2688, -2.2791, 4.7377], [-0.3249, 0.5492, -2.4183], [0.2874, 2.1896, 0.0452], [0.9599, 1.0202, -2.7597], [-1.4345, -2.4796, -0.3829], [-0.2130, 4.3198, -1.1489], [1.1573, -1.2583, -1.0658], [0.9080, 1.7180, -3.9727], [-0.6409, 6.3704, -3.1037], [-1.1541, 0.9857, -3.4000], [0.7525, 5.4245, -1.2127], [-1.5813, 4.5855, -1.5992], [2.1279, -0.3023, -1.0775], [0.7268, -3.6270, -0.5589], [3.0318, 1.8377, -1.9181], [0.7752, 5.9942, -2.6204], [0.0502, 3.2015, -0.5049], [2.8264, -2.9371, -1.5629], [-2.3324, -3.8405, 1.2679], [-2.5578, -2.7442, 0.3660], [-4.0185, -2.6990, 4.1572], [5.1633, 2.8185, -1.0244], [-3.9076, -0.7543, 2.6569], [0.1629, -2.5340, 4.6725], [-1.7786, -2.2578, 6.1047], [3.2345, -4.2458, -1.6549], [2.8218, -6.7228, -1.3109], [-1.5364, 5.1239, -3.0182], [4.1294, 1.7439, -1.0601], [1.5594, -2.5392, -1.0246], [4.2110, 0.6427, -0.1777], [2.4100, -5.2944, -1.1941], [-1.8331, -1.5358, 3.7274], [-2.9424, 2.0290, 0.8619], [-0.4111, 1.7199, -4.4010], [2.0365, 0.8365, -1.9338], [-1.0333, -4.2479, 1.0473], [3.2358, -0.3450, -0.1957], [1.1699, -4.9650, -0.6570], [3.4409, -2.1328, -1.9180], [-3.0457, -4.2846, 1.9404], [-4.0310, 2.0658, 1.0321], [-1.1838, 4.3421, -3.7027], [-3.2222, -0.2111, 2.0159], [0.5024, -2.6225, 3.6409], [-2.7957, -1.8928, 6.1333], [-4.6354, -2.2758, 4.9520], [0.4408, 6.1720, -0.4675], [-0.4656, -5.0405, 1.4998], [5.0471, 0.6115, 0.5044], [4.1925, -4.4909, -2.0870], [-1.0494, 7.1844, -2.4989], [2.5989, -7.2729, -0.3956], [0.7382, -1.7104, 5.1239], [-2.6973, 3.0237, 0.4670], [2.2950, -7.2342, -2.1110], [-1.7420, -3.2709, 6.5096], [6.1056, 2.4180, -0.6680], [1.7205, 5.0359, -0.8852], [4.8818, 3.6358, -0.3615], [3.8867, -6.8040, -1.5209], [-2.1489, 3.6606, -1.5112], [-2.5558, 5.3379, -3.3294], [1.7895, 2.1406, -4.4227], [2.9532, 2.6849, -2.5827], [-4.6433, -1.3225, 2.0837], [3.2980, -1.2114, 0.4570], [-1.1535, -1.6153, 6.7220], [-3.4612, -2.1875, 0.1783], [-2.0455, 5.3101, -0.9148], [0.4672, -5.7274, -0.3455], [-0.6100, 6.7707, -4.1159], [1.2224, 5.2714, -3.3130], [0.3602, -3.4519, 5.2267], [-2.2136, 0.7719, -3.3499], [5.3140, 3.2493, -2.0109], [-3.4248, -3.5199, 4.5517], [1.4570, 6.8515, -2.6118], [-0.8155, 2.1614, -5.2952], [-2.4523, 1.9210, 1.8386], [-4.6911, -3.0861, 3.3875], [-4.4744, -0.0485, 3.2770]], "forces_ev_per_a": [[-0.645, -0.185, -0.242], [0.500, 0.455, -0.633], [1.163, -0.216, 0.819], [-3.628, 0.703, 2.131], [1.508, 0.102, 0.313], [-0.014, 0.341, -0.803], [0.504, 1.620, -2.012], [-0.492, 1.506, -0.644], [-3.355, 0.245, -2.385], [-0.760, -1.746, 1.677], [0.212, -0.863, 0.414], [-1.957, 1.204, 0.563], [-1.206, -0.984, 1.398], [0.284, -0.357, 0.133], [2.201, 0.306, 0.296], [-0.101, -0.217, 0.363], [-0.077, 0.061, 0.070], [1.666, 2.221, -0.220], [2.701, 0.049, -1.366], [0.185, -0.989, 0.607], [0.146, 0.430, -0.096], [0.359, -1.055, 0.621], [-0.909, 0.293, 0.345], [0.099, 1.040, -1.247], [2.105, -1.133, -0.208], [0.105, 0.188, -0.307], [0.103, 0.153, -0.075], [-0.358, 0.071, 0.503], [0.336, 0.258, 0.203], [-0.093, -0.318, -0.202], [-0.791, -0.459, 0.464], [0.167, -0.292, 0.084], [-0.182, 0.176, -0.182], [-0.718, -0.546, 0.080], [-0.145, -3.059, 0.447], [-0.615, 0.280, -0.714], [-0.235, 0.606, 0.070], [-1.677, -0.801, 0.435], [-0.198, -0.289, -0.805], [-0.080, -0.836, 1.388], [1.838, -0.342, 1.585], [-0.002, 1.567, -1.477], [-0.002, 0.386, -0.284], [0.306, 0.970, -0.394], [0.352, -0.012, -0.231], [0.044, 0.017, 0.020], [0.202, -0.252, 0.024], [0.138, 0.108, 0.198], [-0.149, -0.121, -0.083], [-0.162, -0.176, 0.150], [-0.079, 0.065, 0.071], [0.006, -0.027, 0.047], [0.070, 0.055, -0.261], [0.109, 0.043, -0.026], [0.024, -0.209, 0.130], [0.128, 0.058, -0.077], [-0.012, -0.108, 0.201], [0.108, -0.001, 0.023], [-0.130, -0.201, -0.017], [0.242, -0.125, 0.071], [-0.111, -0.027, -0.211], [-0.084, 0.065, 0.098], [0.207, 0.033, 0.009], [-0.051, 0.072, -0.188], [-0.074, 0.021, 0.124], [0.033, -0.060, 0.061], [0.020, -0.060, -0.178], [-0.141, 0.199, -0.022], [0.048, -0.102, 0.065], [-0.099, 0.135, -0.026], [0.178, 0.052, -0.143], [0.073, 0.192, 0.041], [0.079, 0.128, 0.045], [0.105, 0.182, 0.081], [0.081, 0.019, -0.126], [0.177, -0.170, -0.055], [0.072, -0.171, -0.112], [-0.136, -0.071, 0.120], [0.052, -0.007, -0.035], [0.174, -0.015, 0.031], [0.094, 0.021, -0.105], [0.086, 0.107, -0.051], [-0.218, 0.043, -0.074], [0.087, -0.034, -0.036], [0.092, -0.234, -0.219], [0.029, -0.029, 0.090], [0.087, 0.055, -0.132]]}